The molecule C7H12BrClN2O in a non-equilibrium geometry, computed with the ωB97M-V functional and the def2-TZVPD basis.

## Properties
* M: 255.5 Da
* structure (SMILES): CC1(C)N(Cl)C(=O)N(Br)C1(C)C
* Kohn-Sham gap: 8.163 eV
* total energy: -95044.5291 eV
* max |F|: 3.19 eV/A
* HOMO level: -9.12 eV

Each line ends with the natural charge from an NBO analysis.
CARTESIAN COORDINATES (ANGSTROEM)
C  0.55609  0.25092  -1.89243  -0.62
C  0.32281  -0.45742  -0.52408  0.13
C  -0.13591  -1.90771  -0.81637  -0.63
N  1.66627  -0.49979  0.04444  -0.44
Cl  3.03276  -1.51623  -0.61742  0.16
C  1.86179  0.45278  1.05501  0.74
O  2.93908  0.82097  1.52138  -0.62
N  0.62769  1.05663  1.28614  -0.51
Br  0.43747  2.45863  2.68178  0.25
C  -0.48276  0.40651  0.54033  0.15
C  -1.33295  1.53753  -0.09941  -0.63
C  -1.32890  -0.44000  1.53842  -0.63
H  1.16826  -0.38958  -2.51890  0.22
H  -0.38955  0.40435  -2.38924  0.21
H  1.09713  1.19014  -1.69026  0.22
H  -1.18968  -1.99896  -1.16440  0.22
H  0.52912  -2.36842  -1.55147  0.23
H  -0.13009  -2.47896  0.10226  0.22
H  -1.77835  2.15097  0.66562  0.23
H  -0.71761  2.17947  -0.70915  0.22
H  -2.11761  1.14878  -0.76793  0.22
H  -2.21450  -0.86653  1.01522  0.21
H  -1.65971  0.14687  2.38843  0.23
H  -0.76086  -1.28093  1.90205  0.22

Atomic forces in eV per Å
C -0.445 0.253 0.998
C 0.804 -0.591 -1.983
C -1.211 0.427 0.489
N 1.324 -0.836 1.492
Cl -2.267 1.924 1.146
C 2.342 1.319 0.091
O -1.695 -1.004 -0.409
N 0.372 0.325 0.434
Br 0.258 -2.168 -1.996
C -0.640 0.673 0.852
C 0.074 -1.082 -0.482
C -0.312 -0.190 -1.491
H 0.139 -0.047 0.025
H -0.222 0.327 -0.333
H -0.364 -0.237 -0.384
H 0.697 0.430 -0.095
H -0.141 0.131 0.184
H 0.311 -0.283 0.198
H -0.257 0.061 0.381
H 0.328 0.201 -0.095
H 0.133 -0.039 0.417
H 0.440 0.373 0.361
H -0.015 0.249 -0.033
H 0.345 -0.216 0.233